(1)
Molecular formula: C7H12N2
Method: DFT, wB97M-V/def2-TZVPD

Calculated values
HOMO level = -9.124 eV
E_LUMO = 0.9 eV
SMILES = C1C[C@H]2N[C@@H]2C[C@H]2N[C@@H]12
HOMO-LUMO gap = 10.1 eV

```
! wB97M-V def2-TZVPD RIJCOSX def2/J DEFGRID3
* xyz 0 1
C -0.49 1.62 0.06
C 1.12 1.51 -0.06
C 1.38 0.09 -0.38
N 2.38 -0.85 -0.05
C 0.91 -1.07 0.46
C -0.26 -1.85 -0.08
C -1.36 -0.85 -0.52
N -2.16 -0.26 0.66
C -1.52 0.54 -0.40
H -0.49 1.36 1.26
H -0.83 2.72 0.14
H 1.39 2.05 -1.08
H 1.59 2.01 0.75
H 1.01 -0.07 -1.41
H 2.96 -0.32 0.71
H 0.82 -0.71 1.58
H -0.75 -2.60 0.52
H -0.25 -2.52 -1.03
H -1.87 -1.54 -1.21
H -1.40 -0.14 1.39
H -2.21 0.89 -1.32
*
```

***

(2)
Molecular formula: C7H12N2O
Method: DFT, wB97M-V/def2-TZVPD

Calculated values
HOMO level = -9.469 eV
E_LUMO = 0.6 eV
SMILES = [H]/N=C(\O)[C@@]12C[C@H](CC)[C@@H]1N2
HOMO-LUMO gap = 10.1 eV

```
! wB97M-V def2-TZVPD RIJCOSX def2/J DEFGRID3
* xyz 0 1
H 4.34 -0.95 0.02
N 3.61 -0.48 -0.87
C 2.70 -0.11 -0.11
O 3.37 -0.62 1.31
C 1.27 0.13 -0.31
C 0.13 -0.88 -0.27
C -0.76 0.22 0.39
C -2.09 0.59 -0.26
C -3.16 -0.46 -0.04
C 0.41 1.20 0.26
N 0.81 1.26 -1.14
H 2.62 -0.94 1.83
H 0.33 -1.73 0.40
H -0.20 -1.25 -1.25
H -0.92 -0.02 1.45
H -1.92 0.75 -1.34
H -2.42 1.56 0.15
H -4.13 -0.14 -0.45
H -2.89 -1.41 -0.53
H -3.30 -0.67 1.03
H 0.67 2.01 0.95
H 1.55 1.95 -1.24
*
```

***

(3)
Molecular formula: C7H12N2O
Method: DFT, wB97M-V/def2-TZVPD

Calculated values
HOMO level = -8.316 eV
E_LUMO = 0.8 eV
SMILES = C=C(O)CCCC(N)=C=N
HOMO-LUMO gap = 9.1 eV

```
! wB97M-V def2-TZVPD RIJCOSX def2/J DEFGRID3
* xyz 0 1
C 0.55 2.24 1.40
C 1.05 1.48 0.46
O 1.82 0.32 0.75
C 0.67 1.41 -1.02
C -0.45 0.38 -1.41
C -0.39 -1.11 -1.29
C -0.71 -1.44 0.13
N -2.09 -1.31 0.34
C 0.17 -1.82 1.03
N 1.02 -2.14 1.84
H -0.14 3.16 1.08
H 0.86 2.14 2.39
H 1.65 -0.39 0.07
H 1.60 1.08 -1.41
H 0.36 2.33 -1.49
H -0.89 0.72 -2.45
H -1.27 0.61 -0.67
H 0.56 -1.53 -1.51
H -1.05 -1.52 -2.00
H -2.46 -2.25 0.19
H -2.38 -1.00 1.25
H 1.51 -1.36 2.33
*
```

***

(4)
Molecular formula: C7H12N2O2
Method: DFT, wB97M-V/def2-TZVPD

Calculated values
HOMO level = -9.566 eV
E_LUMO = 0.3 eV
SMILES = O=[N+]([O-])[C@]12CC[C@H](CC1)CN2
HOMO-LUMO gap = 9.9 eV

```
! wB97M-V def2-TZVPD RIJCOSX def2/J DEFGRID3
* xyz 0 1
O 3.03 1.12 -0.20
N 2.54 0.00 -0.09
O 3.18 -1.02 -0.08
C 1.04 -0.08 -0.07
C 0.45 -1.34 0.55
C -1.08 -1.46 0.24
C -1.47 0.07 0.08
C -1.06 0.72 -1.20
C 0.39 0.34 -1.35
C -0.92 0.79 1.27
N 0.52 1.13 1.01
H 0.47 -1.17 1.73
H 1.07 -2.12 0.24
H -1.03 -2.09 -0.55
H -1.59 -1.91 1.03
H -2.56 -0.03 0.16
H -1.01 1.78 -1.01
H -1.70 0.44 -2.07
H 0.35 -0.48 -2.09
H 1.07 1.15 -1.81
H -1.36 1.82 1.40
H -0.87 0.42 2.38
H 0.53 1.92 0.44
*
```

***

(5)
Molecular formula: C7H12N2O2S
Method: DFT, wB97M-V/def2-TZVPD

Calculated values
HOMO level = -9.294 eV
E_LUMO = 0.4 eV
SMILES = NCCCC[C@@H]1SC(=O)NC1=O
HOMO-LUMO gap = 9.7 eV

```
! wB97M-V def2-TZVPD RIJCOSX def2/J DEFGRID3
* xyz 0 1
N 2.64 2.95 1.44
C 1.87 1.73 1.05
C 0.73 2.08 0.01
C -0.11 0.81 -0.14
C 0.55 -0.58 -0.29
C -0.50 -1.80 -0.23
S -0.35 -3.12 -1.51
C -2.10 -3.21 -1.63
O -2.77 -3.94 -2.38
N -2.73 -2.45 -0.70
C -2.01 -1.66 0.08
O -2.54 -0.84 0.80
H 2.89 3.39 0.54
H 1.99 3.55 1.96
H 2.60 0.98 0.54
H 1.37 1.32 1.98
H 0.14 2.91 0.35
H 1.24 2.38 -0.99
H -0.74 0.69 0.78
H -0.74 0.94 -1.08
H 1.30 -0.81 0.55
H 1.11 -0.60 -1.23
H -0.08 -2.32 0.65
H -3.75 -2.40 -0.56
*
```

***

(6)
Molecular formula: C7H12N2O2S
Method: DFT, wB97M-V/def2-TZVPD

Calculated values
HOMO level = -9.233 eV
E_LUMO = -0.5 eV
HOMO-LUMO gap = 8.7 eV

```
! wB97M-V def2-TZVPD RIJCOSX def2/J DEFGRID3
* xyz 0 1
C 0.32 -3.83 -1.41
C 0.75 -2.40 -1.38
C -0.32 -3.16 0.54
C -0.68 2.99 -0.38
C 0.12 1.78 0.22
C -0.18 0.32 -0.30
C 0.73 -0.80 0.34
N -0.30 -4.21 -0.36
N 0.46 -2.09 -0.15
O 3.67 -2.01 -0.81
O 2.71 -0.03 -1.85
S 3.08 -1.44 -2.00
H 0.41 -4.43 -2.34
H -1.21 -2.76 0.91
H 0.19 -3.51 1.40
H -1.76 2.69 -0.23
H -0.56 3.91 0.09
H -0.25 3.15 -1.36
H 1.13 1.94 -0.09
H -0.10 1.68 1.30
H -1.21 0.01 -0.25
H 0.02 0.20 -1.42
H 0.81 -0.80 1.46
H 1.78 -0.59 0.17
*
```

***

(7)
Molecular formula: C7H12N2S
Method: DFT, wB97M-V/def2-TZVPD

Calculated values
HOMO level (spin up / spin down) = -8.418 / -8.715 eV
E_LUMO (spin up / spin down) = 0.3 / -0.2 eV
HOMO-LUMO gap (spin up / spin down) = 8.7 / 8.5 eV

```
! wB97M-V def2-TZVPD RIJCOSX def2/J DEFGRID3
* xyz 0 1
C 0.29 3.42 0.80
C -0.84 3.67 0.12
C -0.34 1.39 0.53
C -0.98 -2.55 -0.81
C 0.84 -0.65 -1.39
C 0.76 -1.36 1.66
C -0.36 -1.13 -0.67
N 0.52 2.08 1.03
N -0.33 -0.95 0.85
S -1.67 2.19 -0.30
H 1.06 4.14 0.97
H -1.02 4.55 -0.34
H -1.99 -2.51 -0.39
H -0.89 -2.75 -1.83
H -0.32 -3.09 -0.23
H 1.79 -0.91 -0.92
H 0.68 0.45 -1.42
H 0.90 -0.90 -2.47
H 0.64 -2.46 1.77
H 1.74 -1.16 1.24
H 0.69 -0.93 2.75
H -1.16 -0.53 -0.95
*
```

***

(8)
Molecular formula: C7H12N3
Method: DFT, wB97M-V/def2-TZVPD

Calculated values
HOMO level = -12.802 eV
E_LUMO = -3.7 eV
SMILES = C=C1CNC=[N+](C)C(C)=N1
HOMO-LUMO gap = 9.1 eV

```
! wB97M-V def2-TZVPD RIJCOSX def2/J DEFGRID3
* xyz 1 1
C 1.39 2.33 -1.26
C 1.11 1.06 -1.03
C 2.10 0.17 -0.33
N 1.73 0.01 1.15
C 0.53 -0.29 1.53
N -0.52 -0.43 0.73
C -1.74 -0.99 1.46
C -0.79 -0.24 -0.73
C -1.93 -0.94 -1.39
N -0.11 0.53 -1.43
H 0.85 3.03 -1.92
H 2.31 2.82 -0.85
H 3.03 0.75 -0.16
H 2.26 -0.77 -0.77
H 2.41 0.00 1.94
H 0.52 -0.31 2.56
H -1.77 -2.05 1.49
H -1.81 -0.73 2.55
H -2.63 -0.62 0.99
H -1.63 -1.41 -2.29
H -2.47 -1.66 -0.71
H -2.85 -0.26 -1.54
*
```

***

(9)
Molecular formula: C7H12N3O3
Method: DFT, wB97M-V/def2-TZVPD

Calculated values
HOMO level = -12.974 eV
E_LUMO = -5.5 eV
HOMO-LUMO gap = 7.4 eV

```
! wB97M-V def2-TZVPD RIJCOSX def2/J DEFGRID3
* xyz 1 1
O -2.98 0.81 3.94
N -2.25 0.12 4.57
O -2.66 -1.20 4.35
C -1.49 -1.86 3.81
N -1.00 -1.21 2.52
C -1.82 -1.36 1.42
C -1.48 -0.83 0.05
C -0.12 -0.13 0.08
C 0.54 -0.08 1.44
N 0.15 -0.59 2.66
H -1.74 -2.94 3.51
H -0.65 -1.93 4.57
H -2.81 -1.91 1.54
H -2.12 -0.94 -0.86
H 0.37 0.33 -0.82
H 1.54 0.48 1.47
C 2.07 2.38 -3.74
C 2.45 0.91 -3.74
O 1.29 0.09 -3.63
H 1.53 2.63 -2.82
H 2.95 3.01 -3.82
H 1.40 2.60 -4.58
H 3.10 0.68 -2.89
H 2.98 0.65 -4.66
H 0.72 0.29 -4.39
*
```

***

(10)
Molecular formula: C7H12N4O4S
Method: DFT, wB97M-V/def2-TZVPD

Calculated values
HOMO level = -9.184 eV
E_LUMO = 0.3 eV
HOMO-LUMO gap = 9.5 eV

```
! wB97M-V def2-TZVPD RIJCOSX def2/J DEFGRID3
* xyz 0 1
N -2.28 -0.77 2.52
N -2.44 -1.06 1.45
N -2.84 -1.45 0.40
C -2.21 -1.35 -0.87
H -1.17 -1.69 -0.80
H -2.75 -2.04 -1.53
C -2.29 0.07 -1.46
C -1.96 1.15 -0.46
C -0.78 1.37 0.10
C 0.46 0.55 -0.15
N 0.46 -0.61 0.73
S 1.57 -1.74 0.23
O 2.22 -2.28 1.37
O 0.96 -2.60 -0.72
O 2.61 -0.83 -0.62
C 2.94 0.35 0.06
H 3.19 0.10 1.10
H 3.83 0.76 -0.43
C 1.76 1.35 0.06
O 1.68 2.03 1.29
H 2.47 2.56 1.42
H 1.86 2.07 -0.77
H 0.58 -0.36 1.70
H 0.46 0.14 -1.16
H -0.66 2.15 0.84
H -2.78 1.78 -0.17
H -3.30 0.25 -1.83
H -1.60 0.11 -2.31
*
```

***

(11)
Molecular formula: C7H12N4OS
Method: DFT, wB97M-V/def2-TZVPD

Calculated values
HOMO level = -17.074 eV
E_LUMO = -9.2 eV
HOMO-LUMO gap = 7.9 eV

```
! wB97M-V def2-TZVPD RIJCOSX def2/J DEFGRID3
* xyz 2 1
C 0.92 -0.73 -1.70
C 0.65 0.75 -1.87
C 1.19 -0.97 -0.20
C 0.63 1.56 -0.87
C 0.21 -2.02 0.30
C -1.88 -2.90 -0.68
C 0.23 4.09 3.40
N 0.75 2.14 0.18
N 0.46 2.77 1.19
N -0.29 -1.59 -1.91
N -0.86 -1.86 -0.64
O 1.76 -0.24 0.57
S 0.04 4.22 1.60
H 1.73 -1.07 -2.25
H 0.46 1.26 -2.84
H 0.79 -3.00 0.36
H -0.08 -1.81 1.31
H -2.72 -2.60 -1.31
H -1.57 -3.74 -1.19
H -2.24 -2.91 0.41
H 1.35 4.25 3.51
H -0.06 3.06 3.88
H -0.37 4.91 3.70
H -0.91 -1.16 -2.52
H -0.17 -2.42 -2.42
*
```

***

(12)
Molecular formula: C7H12N4S
Method: DFT, wB97M-V/def2-TZVPD

Calculated values
HOMO level = -8.714 eV
E_LUMO = 0.7 eV
SMILES = [H]/N=C(/N)SCCCc1c[nH]cn1
HOMO-LUMO gap = 9.4 eV

```
! wB97M-V def2-TZVPD RIJCOSX def2/J DEFGRID3
* xyz 0 1
H -0.06 1.56 0.64
N -0.61 1.80 1.40
C -1.62 1.18 1.91
N -2.08 1.33 3.22
S -2.21 -0.42 1.14
C -1.69 -0.63 -0.54
C -0.84 -1.89 -0.74
C 0.48 -1.40 -0.06
C 1.44 -0.61 -0.82
C 1.96 0.46 -0.29
N 2.57 1.11 -1.31
C 2.50 0.32 -2.44
N 1.86 -0.80 -2.29
H -2.02 2.31 3.46
H -2.99 0.69 3.45
H -1.37 0.33 -1.04
H -2.50 -0.79 -1.23
H -1.59 -2.64 -0.08
H -0.69 -2.10 -1.83
H 1.06 -2.35 0.12
H 0.26 -0.83 1.02
H 1.85 1.15 0.63
H 3.23 1.80 -0.99
H 3.07 0.43 -3.33
*
```

***

(13)
Molecular formula: C7H12NO
Method: DFT, wB97M-V/def2-TZVPD

Calculated values
HOMO level = -13.648 eV
E_LUMO = -5.2 eV
HOMO-LUMO gap = 8.4 eV

```
! wB97M-V def2-TZVPD RIJCOSX def2/J DEFGRID3
* xyz 1 1
C 2.37 0.97 -0.94
C 1.01 1.14 -1.41
C 2.22 -0.11 -0.08
C 3.20 -0.45 0.95
C -2.58 -0.07 1.36
C -2.70 -0.15 -0.15
C -1.77 -0.86 -1.00
N 0.27 0.16 -0.91
O 0.98 -0.59 -0.10
H 3.17 1.56 -1.09
H 0.89 1.89 -2.09
H 4.23 0.05 0.90
H 2.83 -0.15 1.97
H 3.31 -1.57 0.89
H -3.26 0.77 1.62
H -1.56 0.19 1.70
H -2.88 -0.96 1.81
H -3.74 -0.53 -0.45
H -2.83 1.04 -0.40
H -1.98 -0.68 -2.10
H -1.19 -1.64 -0.49
*
```

***

(14)
Molecular formula: C7H12NPS
Method: DFT, wB97M-V/def2-TZVPD

Calculated values
HOMO level = -7.313 eV
E_LUMO = -0.8 eV
HOMO-LUMO gap = 6.5 eV

```
! wB97M-V def2-TZVPD RIJCOSX def2/J DEFGRID3
* xyz 0 1
C -2.52 1.93 0.11
C -2.30 0.77 0.48
C -0.95 -0.56 2.18
C 0.34 -1.33 2.04
C -1.75 -0.56 0.89
C -1.28 -1.34 -1.35
C 3.35 1.42 -2.58
N -0.87 -1.19 -0.13
P 0.90 -0.94 0.25
S 0.86 0.99 0.08
H -2.64 2.94 -0.02
H -1.55 -1.04 3.08
H -0.75 0.45 2.51
H 1.19 -1.15 2.76
H 0.07 -2.37 2.37
H -2.73 -1.23 1.06
H -2.29 -1.00 -1.51
H -0.62 -1.78 -2.02
H 2.77 0.86 -1.87
H 4.32 1.85 -2.08
H 3.66 0.90 -3.48
H 2.78 2.36 -2.74
*
```

***

(15)
Molecular formula: C7H12NS2
Method: DFT, wB97M-V/def2-TZVPD

Calculated values
HOMO level (spin up / spin down) = -12.855 / -12.854 eV
E_LUMO (spin up / spin down) = -5.1 / -5.1 eV
HOMO-LUMO gap (spin up / spin down) = 7.7 / 7.7 eV

```
! wB97M-V def2-TZVPD RIJCOSX def2/J DEFGRID3
* xyz 1 1
C 0.07 -0.76 1.05
C 0.95 0.27 1.52
C 0.77 -1.57 0.15
C 2.11 -1.14 0.04
C 0.18 -2.40 -0.92
C -1.28 1.85 0.33
C 0.12 1.81 -0.21
N -2.04 0.74 -0.32
S 2.57 0.06 1.19
S 0.36 0.98 -1.66
H -1.01 -0.73 1.13
H 0.61 0.91 2.34
H 0.82 -2.81 -1.77
H -0.33 -3.38 -0.46
H -0.74 -1.94 -1.27
H -1.37 1.89 1.42
H -1.79 2.78 0.03
H 0.91 2.46 0.21
H 2.87 -1.84 -0.41
H -2.91 1.04 -0.78
H -2.46 0.25 0.44
H 1.58 1.53 -2.06
*
```

***

(16)
Molecular formula: C7H12O
Method: DFT, wB97M-V/def2-TZVPD

Calculated values
HOMO level (spin up / spin down) = 0.392 / -3.283 eV
E_LUMO (spin up / spin down) = 3.6 / 3.5 eV
HOMO-LUMO gap (spin up / spin down) = 3.2 / 6.8 eV

```
! wB97M-V def2-TZVPD RIJCOSX def2/J DEFGRID3
* xyz -1 2
O -3.14 0.29 -0.57
C -2.41 1.09 0.10
C -1.30 1.83 -0.61
C 0.03 0.96 -0.67
C -0.05 -0.62 -0.64
C 3.09 -1.48 1.44
C 2.19 -0.80 0.48
C 0.94 -1.22 0.32
H -2.48 1.30 1.19
H -1.59 2.27 -1.58
H -0.91 2.72 -0.10
H 0.55 1.29 0.24
H 0.73 1.24 -1.46
H 0.12 -0.85 -1.70
H -1.10 -0.81 -0.45
H 3.70 -2.23 0.90
H 3.51 -0.81 2.18
H 2.60 -2.30 2.01
H 2.49 0.18 0.10
H 0.60 -2.11 0.84
*
```

***

(17)
Molecular formula: C7H12O
Method: DFT, wB97M-V/def2-TZVPD

Calculated values
HOMO level = -8.321 eV
E_LUMO = 1.1 eV
SMILES = C1C[C@@H]2CC[C@H](C1)O2
HOMO-LUMO gap = 9.4 eV

```
! wB97M-V def2-TZVPD RIJCOSX def2/J DEFGRID3
* xyz 0 1
C 0.57 0.50 1.65
C -0.41 -0.88 1.64
C -0.83 -0.83 0.04
C -1.27 -0.82 -1.42
C -0.06 0.01 -2.06
C 0.67 0.51 -0.74
C 1.59 0.93 0.45
O 0.58 -0.77 -0.20
H -0.18 1.37 1.62
H 1.16 0.61 2.59
H -0.04 -1.96 1.90
H -1.30 -0.51 2.22
H -1.22 0.17 0.35
H -1.26 -1.85 -1.76
H -2.25 -0.29 -1.66
H 0.56 -0.62 -2.64
H -0.44 0.91 -2.67
H -0.15 1.14 -0.51
H 1.74 2.05 0.52
H 2.53 0.32 0.68
*
```

***

(18)
Molecular formula: C7H12O
Method: DFT, wB97M-V/def2-TZVPD

Calculated values
HOMO level = -8.719 eV
E_LUMO = 1.0 eV
SMILES = C/C=C(\C)CCC=O
HOMO-LUMO gap = 9.7 eV

```
! wB97M-V def2-TZVPD RIJCOSX def2/J DEFGRID3
* xyz 0 1
C 2.34 1.07 1.53
C 0.87 0.75 1.22
C 0.24 0.85 0.05
C 0.94 1.32 -1.20
C -1.24 0.53 -0.03
C -1.56 -0.55 -1.09
C -1.27 -1.95 -0.62
O -0.57 -2.25 0.32
H 3.02 0.79 0.74
H 2.42 2.12 1.82
H 2.51 0.40 2.38
H 0.37 0.53 2.16
H 2.00 1.40 -1.00
H 0.86 0.56 -2.00
H 0.55 2.26 -1.56
H -1.63 0.11 0.90
H -1.70 1.48 -0.35
H -1.02 -0.36 -2.01
H -2.63 -0.44 -1.30
H -1.68 -2.83 -1.17
*
```

***

(19)
Molecular formula: C7H12O
Method: DFT, wB97M-V/def2-TZVPD

Calculated values
HOMO level = -9.529 eV
E_LUMO = 0.9 eV
HOMO-LUMO gap = 10.4 eV

```
! wB97M-V def2-TZVPD RIJCOSX def2/J DEFGRID3
* xyz 0 1
C 2.30 -0.83 -0.20
C 1.42 0.52 -0.47
C 0.00 0.67 -0.16
C -0.91 1.84 -0.35
C -0.97 -0.59 -0.12
C -1.14 -0.87 1.46
C -1.28 -1.04 -1.35
H 3.24 -1.51 -0.95
H 1.40 -1.26 0.25
H 2.97 -0.73 1.04
H 1.96 1.28 -1.04
H -1.36 2.09 -1.46
H -2.04 1.56 0.13
H -0.73 2.99 0.53
H -0.17 -0.92 1.97
H -1.51 0.01 1.96
H -1.60 -1.91 1.97
H -0.79 -0.47 -2.17
H -1.69 -1.89 -1.85
O 0.89 1.07 0.81
*
```

***

(20)
Molecular formula: C7H12O
Method: DFT, wB97M-V/def2-TZVPD

Calculated values
HOMO level = -9.765 eV
E_LUMO = 1.0 eV
SMILES = C=CCCCCC=O
HOMO-LUMO gap = 10.8 eV

```
! wB97M-V def2-TZVPD RIJCOSX def2/J DEFGRID3
* xyz 0 1
C -2.21 1.49 2.43
C -1.75 0.66 1.52
C -0.41 0.75 0.78
C -0.46 0.37 -0.68
C 0.03 -1.03 -0.98
C 1.55 -1.25 -0.71
C 2.52 -0.93 -1.83
O 3.70 -0.75 -1.67
H -3.27 1.43 2.69
H -1.87 2.42 2.85
H -2.39 -0.18 1.25
H 0.01 1.74 0.88
H 0.35 0.20 1.35
H -1.40 0.55 -1.21
H 0.22 0.97 -1.29
H -0.08 -1.25 -2.05
H -0.36 -1.90 -0.42
H 1.83 -0.46 0.02
H 1.85 -2.10 -0.10
H 2.12 -0.73 -2.85
*
```

***

(21)
Molecular formula: C7H12O3
Method: DFT, wB97M-V/def2-TZVPD

Calculated values
HOMO level = -9.507 eV
E_LUMO = 0.7 eV
SMILES = O[C@H]1C[C@H]1C1CC1.O=CO
HOMO-LUMO gap = 10.3 eV

```
! wB97M-V def2-TZVPD RIJCOSX def2/J DEFGRID3
* xyz 0 1
O 1.95 0.30 -0.69
C 1.53 -0.77 -1.48
C 1.67 -2.19 -1.01
C 0.31 -1.53 -1.04
C -0.40 -1.21 0.24
C -1.81 -0.67 0.20
C -1.55 -2.08 0.67
H 2.85 0.17 -0.31
H 1.63 -0.58 -2.55
H 1.91 -2.96 -1.73
H 2.12 -2.31 -0.02
H -0.35 -1.84 -1.85
H 0.24 -0.83 1.03
H -2.09 0.07 0.95
H -2.27 -0.53 -0.78
H -1.85 -2.89 0.01
H -1.66 -2.29 1.74
O 0.96 4.13 -0.27
C 0.30 3.29 -0.82
O -0.21 2.23 -0.14
H -0.07 3.39 -1.86
H -0.87 1.77 -0.68
*
```

***

(22)
Molecular formula: C7H12O3S
Method: DFT, wB97M-V/def2-TZVPD

Calculated values
HOMO level (spin up / spin down) = -8.009 / -8.010 eV
E_LUMO (spin up / spin down) = 0.4 / 0.4 eV
HOMO-LUMO gap (spin up / spin down) = 8.4 / 8.4 eV

```
! wB97M-V def2-TZVPD RIJCOSX def2/J DEFGRID3
* xyz 0 1
C 2.46 -0.51 -0.20
C 2.27 0.65 0.45
C 1.48 -1.51 -0.11
C -0.37 -0.15 -0.43
C -0.05 0.90 0.46
C 0.14 2.24 -0.45
C -3.12 -0.54 -0.01
O -1.36 -1.57 1.48
O 1.31 0.89 1.27
O 1.49 -2.65 -0.86
S -1.53 -1.51 0.01
H 3.33 -0.61 -0.88
H 3.14 1.35 0.66
H 1.17 -1.58 1.00
H -0.38 0.19 -1.43
H -0.69 1.14 1.34
H 0.94 1.99 -1.25
H 0.59 2.97 0.31
H -0.90 2.62 -0.76
H -3.49 -0.42 1.00
H -3.86 -1.21 -0.44
H -3.25 0.45 -0.50
H 0.67 -3.15 -0.64
*
```

***

no.,E (hartree),maximum force (eV/Å)
1,-383.229983,5.1
2,-458.523845,4.8
3,-458.555040,4.0
4,-533.749695,5.1
5,-932.102763,4.4
6,-931.987296,3.5
7,-781.429665,4.4
8,-437.891148,4.0
9,-663.445946,5.1
10,-1192.001083,2.7
11,-965.531955,3.4
12,-891.018640,5.7
13,-403.506922,6.1
14,-1068.069156,4.9
15,-1124.710598,4.5
16,-349.056557,2.4
17,-348.852889,3.4
18,-349.116222,1.8
19,-348.833703,6.9
20,-349.087965,2.7
21,-499.570092,1.5
22,-897.630779,4.9